Record 1
CH4ClN2O | ωB97M-V/def2-TZVPD

Structure (XYZ):
```
9
Properties=species:S:1:pos:R:3:mulliken_charge:R:1
C 0.2933 -1.0918 0.4047 -0.65
N 0.1590 1.5506 -0.0820 -0.21
N -0.1379 -0.2130 -0.6479 0.50
O -0.4315 -0.3828 -1.7730 -0.21
Cl -0.8055 2.0608 1.1827 0.16
H -0.5655 -1.4220 1.0219 0.35
H 0.9248 -0.5158 0.9735 0.34
H 0.7167 -1.8964 -0.0790 0.39
H -0.1534 1.9104 -1.0009 0.35
```

Summary:
**Energy relative to the best compared isomer or geometry (same formula, charge and spin)**: 5.1297 eV
**DFT total energy**: -18638.6016 eV
**Highest occupied orbital energy (alpha / beta)**: -15.603 / -15.602 eV
**E_LUMO (alpha / beta)**: -7.39 / -7.39 eV
**Net charge**: +1
**Gap between HOMO and LUMO (alpha / beta)**: 8.216 / 8.212 eV
**Largest force on an atom**: 3.939 eV/A

=====

Record 2
CH4ClN3 | ωB97M-V/def2-TZVPD

Structure (XYZ):
```
9
Properties=species:S:1:pos:R:3:mulliken_charge:R:1
H -1.0148 -1.7793 -0.0034 0.20
N 0.0090 -1.6018 0.0234 -0.66
C 0.1658 -0.2002 0.2428 0.49
N 1.4623 0.2339 0.0813 -0.49
N -0.8822 0.7267 0.4335 -0.32
Cl -2.4432 0.1759 -0.0963 -0.10
H 1.8032 -0.5086 -0.5322 0.30
H 1.6429 1.2109 -0.1682 0.23
H -0.7430 1.7426 0.0192 0.33
```

Summary:
**Structure (SMILES)**: [H]/N=C(/N)NCl
**Energy relative to the best compared isomer or geometry (same formula, charge and spin)**: 0.9322 eV
**DFT total energy**: -18092.6263 eV
**Highest occupied orbital energy**: -8.891 eV
**E_LUMO**: 0.07 eV
**Gap between HOMO and LUMO**: 8.960 eV
**Largest force on an atom**: 6.055 eV/A

=====

Record 3
CH4ClN3O | ωB97M-V/def2-TZVPD

Structure (XYZ):
```
10
Properties=species:S:1:pos:R:3:mulliken_charge:R:1
C -1.3540 0.4623 0.0312 0.46
N 0.3952 -1.3046 -0.2030 -0.29
N 1.1556 0.9024 -0.0123 -0.50
N 0.3307 -0.0669 -0.6347 -0.03
O -1.6693 1.4640 0.5402 -0.38
Cl -2.3580 -0.8875 -0.1625 -0.14
H 0.7450 -1.4038 0.7405 0.19
H 0.5680 -1.9460 -0.9270 0.19
H 1.1906 0.9520 0.9679 0.24
H 0.9961 1.8280 -0.3403 0.26
```

Summary:
**Energy relative to the best compared isomer or geometry (same formula, charge and spin)**: 1.7083 eV
**DFT total energy**: -20138.7203 eV
**Highest occupied orbital energy**: -8.324 eV
**E_LUMO**: 0.74 eV
**Gap between HOMO and LUMO**: 9.067 eV
**Largest force on an atom**: 5.836 eV/A